No. 1
# C12H20F8NO10S2Ti

A molecular structure, C12H20F8NO10S2Ti at a distorted geometry (wB97M-V/def2-TZVPD, the OMol25 dataset).

- 2S+1: 4
- F_max: 3.124 eV Å⁻¹
- Energy: -3721.1898 a.u.
- Gap between HOMO and LUMO (alpha / beta): 3.22 / 7.08 eV
- Charge: -2

Each line ends with the natural charge from an NBO analysis.
Atoms and positions in Å:
Ti  -0.085  0.600  -0.027  1.461
C  -0.996  0.759  2.957  0.321
O  0.326  0.393  2.497  -0.599
O  -1.582  1.279  1.915  -0.847
C  -1.744  -0.402  3.631  0.922
F  -1.217  -0.699  4.869  -0.373
F  -3.019  -0.140  3.853  -0.311
F  -1.686  -1.553  2.925  -0.328
C  1.135  -0.460  3.265  -0.061
C  2.529  -0.518  2.645  -0.620
H  2.586  -1.005  1.673  0.237
H  2.942  0.494  2.608  0.195
H  3.163  -1.098  3.328  0.186
H  0.753  -1.484  3.319  0.175
H  1.287  -0.094  4.287  0.154
H  -0.868  1.594  3.690  0.103
C  -0.600  3.111  -1.625  0.331
O  0.702  2.445  -1.371  -0.644
O  -1.368  2.611  -0.734  -0.812
C  -0.427  4.640  -1.620  0.920
F  -1.307  5.244  -2.457  -0.346
F  -0.600  5.174  -0.425  -0.309
F  0.799  5.038  -2.069  -0.362
C  1.611  2.241  -2.435  -0.063
C  2.819  1.463  -1.943  -0.628
H  2.432  0.541  -1.475  0.224
H  3.434  1.090  -2.762  0.204
H  3.377  2.023  -1.196  0.207
H  1.969  3.218  -2.777  0.169
H  1.105  1.752  -3.277  0.164
H  -0.895  2.751  -2.638  0.103
N  -4.152  0.810  -0.307  -1.069
S  -5.389  0.667  -1.321  2.469
O  -6.485  -0.151  -0.905  -0.940
O  -5.016  0.758  -2.689  -0.941
F  -5.997  2.142  -1.047  -0.527
S  -3.421  -0.605  -0.495  2.494
O  -2.000  -0.455  -0.653  -1.000
O  -4.006  -1.679  -1.224  -0.921
F  -3.571  -1.129  0.991  -0.496
O  0.906  -1.393  -0.254  -0.941
C  0.623  -2.639  -0.486  0.501
O  1.394  -3.430  -1.325  -0.560
C  2.541  -2.806  -1.920  -0.068
C  3.707  -2.917  -0.942  -0.647
C  -0.485  -3.398  0.188  -0.687
H  2.265  -1.785  -2.176  0.196
H  2.725  -3.453  -2.778  0.160
H  4.620  -2.949  -1.553  0.178
H  3.665  -3.800  -0.312  0.212
H  3.792  -2.027  -0.314  0.211
H  -0.118  -4.305  0.700  0.167
H  -1.134  -3.750  -0.632  0.199
H  -1.038  -2.713  0.819  0.236

=====

No. 2
# C12H20N

A molecular structure, C12H20N at a distorted geometry (wB97M-V/def2-TZVPD, the OMol25 dataset).

- F_max: 3.917 eV Å⁻¹
- Energy: -523.6629 a.u.
- Gap between HOMO and LUMO: 10.08 eV
- Charge: +1

Each line ends with the natural charge from an NBO analysis.
Atoms and positions in Å:
C  -1.791  1.425  -3.603  -0.102
C  -0.968  2.347  -2.964  -0.227
C  -2.445  0.504  -2.768  -0.226
C  -0.778  2.229  -1.615  0.067
C  -2.232  0.504  -1.432  0.055
C  2.076  -1.337  2.197  -0.595
C  -0.328  -1.803  2.258  -0.647
C  0.826  -2.086  -0.068  -0.597
C  1.723  0.748  0.117  -0.729
C  -0.201  0.947  1.610  -0.639
C  0.802  -1.311  1.345  -0.133
C  0.757  0.162  1.039  0.326
N  -1.318  1.285  -0.894  -0.460
H  -1.730  1.439  -4.676  0.250
H  -0.397  3.025  -3.483  0.241
H  -3.113  -0.295  -3.167  0.253
H  -0.365  3.002  -0.940  0.227
H  -2.587  -0.322  -0.833  0.222
H  2.031  -0.452  2.868  0.221
H  2.355  -2.261  2.722  0.246
H  2.857  -1.167  1.467  0.204
H  -1.330  -1.428  2.057  0.215
H  -0.222  -2.898  2.437  0.248
H  -0.125  -1.596  3.359  0.234
H  1.631  -1.718  -0.741  0.220
H  0.714  -3.205  0.119  0.242
H  -0.067  -1.832  -0.466  0.191
H  1.499  0.493  -0.966  0.255
H  1.824  1.874  0.273  0.239
H  2.721  0.375  0.333  0.264
H  -0.801  0.509  2.433  0.255
H  -0.952  0.867  0.314  0.446
H  -0.067  1.978  1.666  0.234

=====

No. 3
# C12H20N2

A gas-phase ion, C12H20N2 (charge +2) at a distorted geometry (wB97M-V/def2-TZVPD, the OMol25 dataset).

- F_max: 7.030 eV Å⁻¹
- Energy: -577.9960 a.u.
- Gap between HOMO and LUMO: 9.16 eV
- SMILES: CC(C)[n+]1ccc[n+]2c1CCCCC2
- Charge: +2

Each line ends with the natural charge from an NBO analysis.
Atoms and positions in Å:
C  -0.755  2.151  -3.061  -0.608
C  -0.519  0.846  -2.186  -0.058
C  -1.438  -0.348  -2.617  -0.580
N  -0.565  1.130  -0.756  -0.228
C  -1.117  2.160  -0.210  0.203
C  -1.160  2.301  1.182  -0.235
C  -0.403  1.592  1.991  0.109
N  0.341  0.545  1.507  -0.319
C  0.418  0.151  0.269  0.719
C  1.188  -0.866  -0.347  -0.587
C  0.683  -2.277  0.181  -0.382
C  1.106  -2.614  1.592  -0.411
C  0.570  -1.658  2.656  -0.475
C  1.200  -0.273  2.476  -0.209
H  -0.079  2.421  -3.806  0.266
H  -0.733  3.010  -2.410  0.201
H  -1.763  1.942  -3.501  0.239
H  0.442  0.625  -2.393  0.211
H  -0.976  -1.181  -2.087  0.216
H  -1.375  -0.245  -3.682  0.260
H  -2.397  0.009  -2.311  0.227
H  -1.568  2.853  -0.841  0.266
H  -1.699  3.086  1.805  0.309
H  -0.338  1.837  2.966  0.259
H  1.276  -0.999  -1.403  0.309
H  2.174  -0.642  -0.077  0.290
H  -0.418  -2.327  0.307  0.229
H  1.195  -3.081  -0.495  0.278
H  0.829  -3.623  2.015  0.265
H  2.141  -2.611  1.499  0.209
H  -0.529  -1.797  2.656  0.243
H  0.772  -2.230  3.602  0.293
H  1.313  0.510  3.251  0.245
H  2.185  -0.397  2.229  0.246

=====

No. 4
# C12H20NO7

3 unconnected molecules or ions with the total composition C12H20NO7 at a distorted geometry (wB97M-V/def2-TZVPD, the OMol25 dataset).

- F_max: 5.873 eV Å⁻¹
- Energy: -1050.5439 a.u.
- Gap between HOMO and LUMO: 4.68 eV
- Charge: -1

Each line ends with the natural charge from an NBO analysis.
Atoms and positions in Å:
O  0.396  0.043  -0.676  -0.812
H  0.867  -0.046  0.172  0.546
H  -0.156  0.839  -0.595  0.541
H  -0.255  -0.717  -0.688  0.534
C  -1.540  -3.617  -2.431  -0.485
C  -0.937  -2.893  -1.328  0.423
C  0.493  -3.381  -0.691  0.431
O  1.077  -2.651  0.105  -0.745
C  1.081  -4.441  -1.464  -0.528
C  0.449  -5.027  -2.543  0.383
C  -0.943  -4.694  -2.995  0.393
O  -1.451  -5.026  -4.145  -0.666
O  1.039  -6.060  -3.068  -0.672
O  -1.297  -1.699  -1.055  -0.792
H  -2.492  -3.215  -2.746  0.197
H  2.089  -4.735  -1.206  0.200
C  2.478  1.127  2.335  -0.245
O  1.306  0.626  1.741  -0.574
C  0.241  0.565  2.722  -0.090
C  -1.177  0.434  2.274  -0.278
N  -1.507  1.248  1.047  -0.632
C  -1.128  2.695  1.190  -0.239
C  -1.038  3.487  -0.168  -0.072
O  -0.061  2.786  -0.931  -0.563
C  0.631  3.548  -1.887  -0.257
H  3.138  1.125  1.469  0.213
H  2.885  0.425  3.068  0.172
H  2.226  2.024  2.903  0.166
H  0.323  1.407  3.413  0.158
H  0.558  -0.371  3.188  0.212
H  -1.821  0.377  3.155  0.197
H  -1.250  -0.630  2.030  0.237
H  -2.498  1.179  0.856  0.374
H  -0.109  2.651  1.578  0.192
H  -1.661  3.277  1.946  0.171
H  -0.662  4.466  0.134  0.176
H  -2.083  3.498  -0.482  0.180
H  1.310  3.050  -2.579  0.213
H  1.396  3.992  -1.238  0.164
H  0.083  4.333  -2.407  0.178